ORCA calculation (ωB97M-V with the def2-TZVPD basis set) on an isolated ion of composition C7H13N2SSi and charge +1 at a distorted geometry.

Summary:
ΔE to the lowest compared entry with this formula, charge and spin = 0.367 eV
Total charge = +1
SMILES = NCCS[SiH2]c1cccc[nH+]1

Geometry (Å):
C: -3.052589 1.134672 -0.595575
C: -3.245893 -0.226677 -0.411828
C: -1.825860 1.714161 -0.316301
C: -2.110379 -1.039191 -0.166506
C: -0.723553 0.938048 0.086603
C: 2.442356 -1.270770 0.003610
C: 2.374595 -0.247178 -1.129045
N: -0.972712 -0.374803 0.143899
N: 1.230047 -1.509641 0.820896
Si: 0.856931 1.828743 0.709548
S: 2.291045 1.577491 -0.799357
H: -3.988007 1.874816 -0.772598
H: -4.217812 -0.688951 -0.493215
H: -1.750164 2.764408 -0.471914
H: -2.247965 -1.976351 0.290633
H: 3.086581 -0.920344 0.746601
H: 2.797815 -2.195130 -0.268740
H: 3.261978 -0.307577 -1.755004
H: 1.611149 -0.392348 -1.801584
H: 1.027979 -2.501208 0.762052
H: -0.088433 -1.025648 0.443403
H: 1.466799 -1.383750 1.782776
H: 0.542698 3.295122 1.022819
H: 1.233403 0.932108 2.168816

Cartesian forces (eV/Å) of the 3 atoms listed first:
-2.44 1.76 0.34
1.02 -1.06 -0.70
0.31 -0.57 -0.51